(1)
ORCA calculation (ωB97M-V with the def2-TZVPD basis set) on the molecule C4H6Cl2.

Geometry (Å):
C1 -0.16846 1.63788 -0.04493
C2 0.62973 0.55572 0.68392
C3 0.38251 -0.74456 0.61727
Cl1 1.46867 -1.87744 1.35543
C4 -0.55057 -1.36886 -0.39698
Cl2 0.30890 -1.72176 -1.92606
H1 0.43715 2.56853 -0.28391
H2 -0.55824 1.23825 -0.98602
H3 -1.11327 1.95006 0.48687
H4 1.51526 0.66070 1.27450
H5 -1.06912 -2.37542 -0.21078
H6 -1.28256 -0.52309 -0.56930

Calculated values
- gap between HOMO and LUMO (eV) = 10.36
- energy above the lowest of the compared OMol25 structures with the same formula, charge and spin (kcal/mol) = 14.2
- structure (SMILES) = C/C=C(/Cl)CCl

The net atomic charges from natural (NBO), expressed in e, are: C -0.661; C -0.182; C -0.052; Cl -0.008; C -0.432; Cl -0.060; H 0.237; H 0.221; H 0.231; H 0.227; H 0.251; H 0.226


(2)
ORCA calculation (ωB97M-V with the def2-TZVPD basis set) on a cluster of 2 separate species, C2HF5O2P in total.

Geometry (Å):
C1 -1.30801 -0.04380 -0.06043
C2 0.02261 0.69100 -0.25992
O1 1.28520 -0.96136 1.59205
O2 1.33839 -1.72673 -0.87372
F1 -2.34481 0.65524 0.25646
F2 -1.69783 -0.71469 -1.18324
F3 -1.18889 -1.00690 0.94026
F4 -0.18447 2.17209 0.81971
F5 0.06649 1.32069 -1.38144
P1 1.40286 -0.61133 0.16466
H1 2.60847 0.22579 -0.01439

Calculated values
- gap between HOMO and LUMO (eV) = 9.42
- energy above the lowest of the compared OMol25 structures with the same formula, charge and spin (kcal/mol) = 41.1
- net charge = -1

The net atomic charges from natural (NBO), expressed in e, are: C 0.885; C 0.360; O -1.129; O -1.118; F -0.296; F -0.327; F -0.318; F -0.527; F -0.282; P 1.927; H -0.175


(3)
ORCA calculation (ωB97M-V with the def2-TZVPD basis set) on a cluster of 16 separate species, C61H150N6O10 in total.

Geometry (Å):
C1 -1.84273 -6.12834 -8.00726
C2 -1.40831 -4.98980 -7.11405
N1 -0.13122 -5.28138 -6.47647
C3 0.07122 -4.17875 -5.48575
C4 0.89711 -4.70633 -4.28728
C5 1.01460 -5.61462 -7.36266
C6 1.33208 -4.56350 -8.39995
H1 -2.86070 -5.92963 -8.34246
H2 -1.79851 -7.06711 -7.45514
H3 -1.25832 -6.17506 -8.92616
H4 -1.29968 -4.05018 -7.65572
H5 -2.18242 -4.91685 -6.35015
H6 0.64626 -3.35320 -5.90515
H7 -0.79442 -3.79863 -4.94328
H8 0.96821 -3.96170 -3.49446
H9 0.35951 -5.54552 -3.84586
H10 1.86991 -5.03039 -4.65708
H11 0.79274 -6.55783 -7.86190
H12 1.92849 -5.81223 -6.80243
H13 0.48202 -4.36237 -9.05191
H14 2.11699 -4.96858 -9.03864
H15 1.79263 -3.66941 -7.97973
C7 0.37621 1.63677 -0.82178
C8 -0.57203 0.82844 0.15377
N2 -0.53055 -0.57395 -0.17916
C9 -1.66788 -1.30667 0.45285
C10 -3.00587 -0.77203 -0.14354
C11 0.72878 -1.20098 0.34273
C12 1.02916 -2.46282 -0.42724
H16 -0.00848 1.55585 -1.83843
H17 1.41191 1.29798 -0.79645
H18 0.40791 2.69285 -0.55382
H19 -0.28670 0.98475 1.19409
H20 -1.54983 1.30429 0.07910
H21 -1.53845 -2.38080 0.32025
H22 -1.59069 -1.14729 1.52837
H23 -3.80928 -1.39013 0.25720
H24 -3.19323 0.26543 0.13335
H25 -3.01059 -0.85822 -1.23012
H26 0.58770 -1.40655 1.40383
H27 1.58942 -0.53768 0.25648
H28 0.18083 -3.14716 -0.43774
H29 1.75951 -3.10909 0.05962
H30 1.27967 -2.27459 -1.47123
C13 2.39576 -4.06256 2.57900
C14 2.51602 -4.71730 3.95864
N3 3.40712 -3.94592 4.82944
C15 3.95423 -4.73058 5.94921
C16 2.92571 -5.17312 6.97017
C17 2.78411 -2.68708 5.28393
C18 3.80454 -1.65383 5.77950
H31 1.71368 -4.66532 1.97938
H32 3.39674 -3.94865 2.16286
H33 2.03357 -3.03793 2.49510
H34 1.52880 -4.76362 4.41836
H35 2.96283 -5.71054 3.91455
H36 4.43127 -5.59802 5.49307
H37 4.77295 -4.17164 6.40242
H38 2.08131 -5.69257 6.51711
H39 3.45367 -5.84952 7.64236
H40 2.50332 -4.38274 7.59064
H41 2.04433 -2.87944 6.06099
H42 2.27905 -2.20441 4.44724
H43 4.43109 -2.11087 6.54543
H44 3.31287 -0.72945 6.08262
H45 4.51855 -1.34279 5.01692
C19 -4.36690 -2.51654 6.11263
C20 -3.24227 -3.33942 5.44499
N4 -1.93068 -2.75552 5.52638
C21 -1.73420 -1.53690 4.71684
C22 -0.24152 -1.34595 4.39541
C23 -1.40380 -2.67749 6.91084
C24 -1.03203 -4.00149 7.47105
H46 -4.31710 -1.44165 5.93876
H47 -4.31115 -2.63067 7.19520
H48 -5.31625 -2.96737 5.82351
H49 -3.26049 -4.31633 5.92812
H50 -3.56100 -3.60400 4.43677
H51 -2.16490 -0.70494 5.27401
H52 -2.30474 -1.62027 3.79184
H53 0.12467 -2.28702 3.98506
H54 0.33470 -1.00340 5.25492
H55 -0.12079 -0.61817 3.59300
H56 -0.53114 -2.03739 7.04059
H57 -2.08288 -2.21207 7.62522
H58 -0.89244 -3.86644 8.54360
H59 -1.75745 -4.79063 7.27324
H60 -0.12148 -4.41071 7.03340
C25 2.69810 0.88810 2.78053
C26 4.19927 1.01094 3.03276
N5 5.06658 0.37733 1.97147
C27 4.89824 -1.10508 1.89539
C28 5.59466 -1.92038 0.77055
C29 6.50493 0.68713 2.24513
C30 6.82106 1.88829 1.39162
H61 2.16288 1.50563 3.50184
H62 2.34249 -0.14201 2.80347
H63 2.45131 1.30497 1.80410
H64 4.43543 2.06942 3.14203
H65 4.37184 0.54984 4.00523
H66 5.32321 -1.56277 2.78870
H67 3.86964 -1.46455 1.92492
H68 5.32851 -1.52646 -0.21031
H69 6.67304 -1.89993 0.92796
H70 5.20551 -2.93810 0.80081
H71 7.16165 -0.13645 1.96490
H72 6.58254 0.86971 3.31692
H73 7.88964 2.06300 1.26629
H74 6.32364 2.79950 1.72386
H75 6.53688 1.82534 0.34120
C31 -0.55406 6.10010 -0.99897
C32 -1.70357 6.33943 -1.97095
N6 -1.33817 7.17187 -3.15634
C33 -0.85191 8.51777 -2.84684
C34 -1.86988 9.32640 -2.01444
C35 -2.51113 7.10635 -4.08735
C36 -2.36731 7.79863 -5.42164
H76 0.25286 5.68317 -1.60159
H77 -0.83836 5.30339 -0.31157
H78 -0.21112 7.00464 -0.49667
H79 -2.03225 5.36350 -2.32819
H80 -2.58463 6.80533 -1.52961
H81 0.10572 8.39910 -2.33993
H82 -0.59705 9.08102 -3.74456
H83 -1.45060 10.31728 -1.83993
H84 -2.88373 9.43775 -2.39889
H85 -2.00421 8.91099 -1.01569
H86 -3.42338 7.40666 -3.57188
H87 -2.71382 6.04990 -4.26323
H88 -1.42894 7.39685 -5.80391
H89 -2.30976 8.88141 -5.31033
H90 -3.19983 7.57791 -6.08969
C37 4.03833 -4.51217 -1.66653
O1 5.12449 -3.71471 -2.06391
H91 3.91381 -4.50813 -0.58368
H92 3.15025 -4.08947 -2.13637
H93 4.08667 -5.51774 -2.08439
H94 6.01089 -4.08080 -2.02064
C38 -1.52764 -4.46508 2.58157
O2 -1.38248 -4.87261 3.92156
H95 -0.54636 -4.06981 2.31896
H96 -1.77160 -5.25953 1.87627
H97 -2.26391 -3.66492 2.50583
H98 -1.57732 -4.12642 4.49325
C39 0.12335 -0.72516 -3.54473
O3 -0.86655 -1.49894 -2.79276
H99 -0.12504 0.31828 -3.73872
H100 1.08803 -0.76897 -3.03920
H101 0.21679 -1.16668 -4.53692
H102 -0.83931 -1.08458 -1.92722
C40 4.07335 0.59721 -1.48053
O4 4.12494 1.62414 -0.44014
H103 3.50917 -0.27850 -1.15969
H104 3.61837 1.02668 -2.37308
H105 5.09272 0.25181 -1.65284
H106 4.59623 1.26601 0.31565
C41 -6.59052 0.61452 0.00376
O5 -5.49209 1.48954 0.33083
H107 -7.23355 0.93901 -0.81436
H108 -6.29885 -0.42745 -0.12787
H109 -7.26504 0.51135 0.85375
H110 -5.27196 1.33759 1.25281
C42 -4.64425 -3.73209 -2.22694
C43 -5.27975 -4.80213 -1.36645
C44 -4.20342 -4.94525 -0.28715
O6 -2.98606 -4.75784 -1.04453
C45 -3.15403 -3.94669 -2.12544
H111 -4.77873 -2.70140 -1.89875
H112 -4.99308 -3.83743 -3.25423
H113 -5.32574 -5.69346 -1.99216
H114 -6.23292 -4.64709 -0.86096
H115 -4.26420 -5.91338 0.20997
H116 -4.30931 -4.23240 0.53060
H117 -2.80332 -4.50958 -2.99046
H118 -2.63832 -3.00583 -1.93326
C46 0.52184 3.70829 -4.03284
C47 1.83019 3.04878 -3.64070
C48 2.78327 3.47535 -4.73079
O7 2.36253 4.79975 -4.99608
C49 0.97536 4.94130 -4.75429
H119 -0.13661 3.82882 -3.17260
H120 -0.03898 3.08650 -4.73067
H121 1.75596 1.96165 -3.61340
H122 2.16635 3.44065 -2.68074
H123 2.76289 2.78360 -5.57291
H124 3.83373 3.49630 -4.44065
H125 0.40160 5.03567 -5.67624
H126 0.77195 5.81698 -4.13793
C50 1.46942 5.59980 2.03220
C51 1.76915 4.32262 1.33522
C52 3.29859 4.33169 1.33578
O8 3.61800 5.04055 2.53417
C53 2.43248 5.60761 3.13690
H127 0.44152 5.74226 2.36570
H128 1.58200 6.42507 1.32910
H129 1.39691 4.35728 0.31134
H130 1.34706 3.45816 1.84770
H131 3.72286 4.85522 0.47903
H132 3.65150 3.30561 1.43934
H133 2.58047 6.63003 3.48452
H134 2.13030 4.97974 3.97509
C54 -2.61278 4.31295 3.89554
C55 -2.92568 4.71388 2.48907
C56 -2.69266 3.45639 1.71854
O9 -1.56272 2.79103 2.35909
C57 -1.51675 3.25092 3.75087
H135 -3.52248 4.05984 4.44004
H136 -2.19617 5.20687 4.35971
H137 -2.27004 5.49473 2.10370
H138 -3.97666 4.98504 2.38895
H139 -2.56900 3.75297 0.67698
H140 -3.59928 2.85762 1.80570
H141 -0.55873 3.75142 3.89157
H142 -1.76569 2.48536 4.48574
C58 -4.91118 1.91618 -2.77308
C59 -4.18271 1.84176 -4.07920
C60 -3.63590 3.26755 -4.24660
O10 -3.60844 3.79596 -2.91925
C61 -3.98877 2.86083 -1.92086
H143 -5.04337 0.98644 -2.21972
H144 -5.88122 2.39965 -2.88882
H145 -4.87097 1.55703 -4.87502
H146 -3.37997 1.10488 -4.05240
H147 -4.21523 3.92608 -4.89376
H148 -2.64275 3.24263 -4.69508
H149 -4.52495 3.35407 -1.11010
H150 -3.10472 2.41211 -1.46787

Calculated values
- gap between HOMO and LUMO (eV) = 8.06

Atomic partial charges in e from the Löwdin method, atoms 1 to 99: C -0.099; C -0.290; N -0.176; C -0.243; C -0.085; C -0.238; C -0.097; H 0.070; H 0.082; H 0.063; H 0.109; H 0.110; H 0.098; H 0.101; H 0.049; H 0.074; H 0.058; H 0.104; H 0.105; H 0.066; H 0.071; H 0.069; C -0.029; C -0.221; N -0.186; C -0.195; C -0.055; C -0.212; C -0.068; H 0.051; H 0.051; H 0.050; H 0.099; H 0.080; H 0.095; H 0.096; H 0.066; H 0.044; H 0.068; H 0.089; H 0.093; H 0.074; H 0.051; H 0.056; C -0.086; C -0.230; N -0.182; C -0.248; C -0.091; C -0.249; C -0.069; H 0.072; H 0.061; H 0.038; H 0.100; H 0.120; H 0.110; H 0.101; H 0.068; H 0.073; H 0.062; H 0.095; H 0.071; H 0.062; H 0.074; H 0.045; C -0.070; C -0.266; N -0.207; C -0.211; C -0.068; C -0.238; C -0.079; H 0.067; H 0.062; H 0.073; H 0.111; H 0.111; H 0.107; H 0.102; H 0.060; H 0.069; H 0.055; H 0.111; H 0.108; H 0.084; H 0.074; H 0.061; C -0.076; C -0.215; N -0.172; C -0.226; C -0.060; C -0.218; C -0.083; H 0.081; H 0.045; H 0.053; H 0.109


no.,LUMO energy (eV)
1,0.85
2,3.45
3,0.08